No. 1
Here is 2 unconnected molecules or ions with the total composition C2H8N3 at a distorted geometry from the Open Molecules 2025 dataset. Energies are from ωB97M-V/def2-TZVPD.

Structure (ORCA input):
```
! RIJCOSX wB97M-V def2-TZVPD def2/J DEFGRID3
* xyz 1 1
C -0.82 0.93 0.06
C -1.80 -1.18 -0.17
N 2.63 -0.23 -0.60
N 2.03 -0.05 0.40
N -0.79 -0.49 0.08
H -0.01 1.43 -0.42
H -1.76 1.25 -0.34
H -0.63 1.29 1.08
H -2.92 -0.97 -0.20
H -1.75 -2.21 -0.23
H 3.39 0.32 -0.85
H 0.20 -0.92 0.24
H 2.23 0.83 0.96
*
```

Computed properties:
HOMO energy = -13.43 eV
gap between HOMO and LUMO = 0.3151 hartree
energy = -244.902298 Ha
strongest force on any atom = 4.52 eV Å⁻¹

No. 2
Here is a single C7H7N2OPS molecule at a distorted geometry from the Open Molecules 2025 dataset. Energies are from ωB97M-V/def2-TZVPD.

Structure (ORCA input):
```
! RIJCOSX wB97M-V def2-TZVPD def2/J DEFGRID3
* xyz 0 1
C -1.84 0.31 1.66
C -0.54 0.56 0.73
C 0.17 1.97 0.76
C 1.38 2.16 -0.20
C 1.85 0.98 -1.15
N 2.92 0.96 -2.12
S 2.97 -0.62 -2.80
N 1.67 -1.44 -2.00
C 1.13 -0.43 -1.12
C -0.10 -0.64 -0.16
P -1.04 -2.29 -0.09
O 0.05 -3.41 -0.13
H -2.73 0.20 0.92
H -2.08 1.22 2.34
H -1.74 -0.63 2.32
H -0.23 2.76 1.47
H 1.91 3.18 -0.20
H -1.90 -2.39 1.04
H -1.86 -2.47 -1.26
*
```

Computed properties:
HOMO energy = -8.94 eV
gap between HOMO and LUMO = 0.2706 hartree
energy = -1195.043564 Ha
strongest force on any atom = 5.59 eV Å⁻¹
SMILES = Cc1ccc2nsnc2c1[PH2]=O

No. 3
Here is 2 unconnected molecules or ions with the total composition C4H9NO at a distorted geometry from the Open Molecules 2025 dataset. Energies are from ωB97M-V/def2-TZVPD.

Structure (ORCA input):
```
! RIJCOSX wB97M-V def2-TZVPD def2/J DEFGRID3
* xyz 0 1
C 0.15 -1.40 1.00
C 0.16 -0.91 -0.40
C 0.13 -2.01 -1.44
N 0.23 0.35 -0.69
H 1.09 -1.14 1.50
H -0.80 -0.91 1.41
H 0.00 -2.45 1.16
H -0.34 -1.64 -2.35
H 1.17 -2.31 -1.48
H -0.50 -2.79 -1.06
H 0.18 0.55 -1.62
C -0.36 3.64 0.97
O 0.47 3.97 1.82
H -0.40 2.71 0.31
H -1.18 4.33 0.86
*
```

Computed properties:
HOMO energy = -9.55 eV
gap between HOMO and LUMO = 0.3831 hartree
energy = -287.736595 Ha
strongest force on any atom = 4.78 eV Å⁻¹
SMILES = CC(C)=N.C=O

No. 4
Here is a molecular structure, C5H9N3 at a distorted geometry from the Open Molecules 2025 dataset. Energies are from ωB97M-V/def2-TZVPD.

Structure (ORCA input):
```
! RIJCOSX wB97M-V def2-TZVPD def2/J DEFGRID3
* xyz 0 1
C -0.27 -0.74 1.65
C -0.76 0.61 -1.18
C 0.03 1.35 -0.16
C 0.86 -0.05 -0.17
C 0.66 -0.05 -1.60
H 0.63 -0.94 3.42
H -1.21 -1.09 1.95
H -1.67 -1.29 -0.98
H -1.27 1.02 -2.05
H 0.62 2.19 -0.43
H -0.26 1.29 0.95
H 1.76 -0.02 0.40
H 0.41 -1.17 -1.87
H 1.25 0.67 -2.15
N 0.75 -0.58 2.35
N -0.10 -0.83 0.30
N -1.43 -0.38 -0.43
*
```

Computed properties:
HOMO energy = -8.63 eV
gap between HOMO and LUMO = 0.3563 hartree
energy = -360.006037 Ha
strongest force on any atom = 6.15 eV Å⁻¹

No. 5
Here is 10 unconnected molecules or ions with the total composition C22H50N20O14P at a distorted geometry from the Open Molecules 2025 dataset. Energies are from ωB97M-V/def2-TZVPD.

Structure (ORCA input):
```
! RIJCOSX wB97M-V def2-TZVPD def2/J DEFGRID3
* xyz -1 1
C -2.01 -3.53 1.75
C -1.34 -3.75 0.35
C -1.59 -2.65 -0.75
P -2.99 -1.57 -0.19
O -4.29 -2.26 -0.06
C -2.14 -3.41 -2.03
O -3.13 -2.95 -2.63
O -1.51 -4.42 -2.43
N -0.41 -1.95 -1.22
C -0.01 -0.70 -0.61
C 0.31 -0.74 0.90
O 0.80 -1.67 1.50
C 0.01 0.58 1.70
C 0.82 1.73 1.38
C 0.60 2.93 2.00
C -0.42 3.01 2.94
C -1.16 1.91 3.26
C -0.97 0.67 2.65
O 0.69 -2.84 -1.39
C 1.06 -2.67 -2.61
N 1.44 -2.49 -3.69
H -3.08 -3.74 1.76
H -1.76 -2.57 2.20
H -1.56 -4.28 2.40
H -0.28 -3.94 0.55
H -1.76 -4.69 -0.02
H -3.16 -0.54 -1.16
H -2.72 -0.94 1.04
H -0.68 0.13 -0.83
H 0.94 -0.41 -1.11
H 1.62 1.65 0.63
H 1.21 3.77 1.70
H -0.62 3.97 3.42
H -1.95 2.02 4.00
H -1.58 -0.19 2.89
C 2.31 1.98 -2.83
O 2.05 1.63 -1.69
N 3.10 1.23 -3.67
N 1.82 3.13 -3.37
H 3.32 1.49 -4.61
H 3.46 0.37 -3.31
H 1.24 3.70 -2.77
H 2.01 3.42 -4.31
C 3.76 1.84 4.22
O 3.28 2.96 4.29
N 4.94 1.51 4.84
N 3.17 0.82 3.53
H 5.36 0.60 4.79
H 5.40 2.23 5.36
H 2.30 0.99 3.05
H 3.57 -0.11 3.46
C -1.10 4.85 -1.11
O 0.10 4.62 -1.20
N -2.03 4.05 -1.70
N -1.59 5.91 -0.41
H -3.02 4.22 -1.64
H -1.70 3.25 -2.20
H -0.92 6.52 0.03
H -2.56 6.12 -0.32
C -2.31 1.75 -4.67
O -2.00 1.70 -3.50
N -3.58 2.02 -5.08
N -1.41 1.54 -5.67
H -3.86 2.07 -6.04
H -4.27 2.18 -4.37
H -0.47 1.33 -5.40
H -1.64 1.57 -6.65
C 1.34 -0.22 6.73
O 0.77 0.78 6.34
N 2.45 -0.72 6.13
N 0.91 -0.93 7.83
H 2.93 -1.55 6.44
H 2.81 -0.23 5.31
H 0.09 -0.59 8.30
H 1.36 -1.76 8.17
C -1.22 8.59 -2.83
O -1.15 8.53 -1.62
N -1.71 9.68 -3.50
N -0.80 7.56 -3.63
H -1.77 9.75 -4.50
H -2.02 10.46 -2.94
H -0.44 6.74 -3.17
H -0.85 7.58 -4.63
C -2.59 -6.37 4.25
O -2.85 -5.24 3.89
N -2.63 -6.76 5.57
N -2.22 -7.35 3.37
H -2.42 -7.68 5.88
H -2.90 -6.06 6.24
H -2.17 -7.10 2.40
H -1.99 -8.29 3.64
C 5.42 -1.83 1.00
O 5.68 -2.10 2.16
N 4.22 -1.33 0.62
N 6.32 -2.02 -0.02
H 3.99 -1.10 -0.33
H 3.53 -1.18 1.34
H 7.22 -2.39 0.23
H 6.12 -1.80 -0.98
C -1.45 -5.18 -5.88
O -1.22 -5.56 -7.03
N -0.53 -5.19 -4.89
N -2.67 -4.71 -5.49
H -0.72 -4.88 -3.95
H 0.39 -5.53 -5.12
H -3.39 -4.68 -6.19
H -2.87 -4.40 -4.55
*
```

Computed properties:
HOMO energy = -5.39 eV
gap between HOMO and LUMO = 0.2602 hartree
energy = -3358.508480 Ha
strongest force on any atom = 2.29 eV Å⁻¹

No. 6
Here is 2 unconnected molecules or ions with the total composition C2BrFNO4 at a distorted geometry from the Open Molecules 2025 dataset. Energies are from ωB97M-V/def2-TZVPD.

Structure (ORCA input):
```
! RIJCOSX wB97M-V def2-TZVPD def2/J DEFGRID3
* xyz -1 1
C -0.67 -0.06 2.05
C 0.17 -0.29 0.71
N -1.35 0.29 -2.81
O -1.28 -1.09 2.35
O -0.38 0.96 2.66
O -0.56 -0.59 -3.02
O -1.43 1.43 -3.24
F 1.28 0.51 0.63
Br 0.39 -2.00 0.05
*
```

Computed properties:
HOMO energy (alpha / beta) = -4.90 / -3.83 eV
gap between HOMO and LUMO (alpha / beta) = 0.2731 / 0.1612 hartree
energy = -3105.700596 Ha
strongest force on any atom = 2.30 eV Å⁻¹

No. 7
Here is a molecular structure, C3H13NO2S2 at a distorted geometry from the Open Molecules 2025 dataset. Energies are from ωB97M-V/def2-TZVPD.

Structure (ORCA input):
```
! RIJCOSX wB97M-V def2-TZVPD def2/J DEFGRID3
* xyz 1 2
S 3.24 0.78 -0.34
S -1.26 1.28 -0.98
C 0.10 0.56 -0.19
C -0.38 -0.53 0.82
C -1.50 -1.36 0.17
N -1.87 -2.38 1.27
H 3.94 1.40 -1.30
H 0.72 0.09 -0.93
H 0.65 1.36 0.33
H 0.43 -1.23 1.13
H -0.71 -0.21 1.82
H -2.24 -0.66 -0.33
H -1.09 -1.97 -0.62
H -2.68 -2.87 0.86
H -2.39 -1.36 1.17
H 3.55 -2.31 -1.00
H 3.25 -1.32 -0.01
O 3.17 -2.29 -0.11
H -4.13 2.54 0.44
H -2.84 1.65 0.30
O -3.67 1.76 0.77
*
```

Computed properties:
HOMO energy (alpha / beta) = -14.13 / -13.58 eV
gap between HOMO and LUMO (alpha / beta) = 0.2085 / 0.1428 hartree
energy = -1123.120868 Ha
strongest force on any atom = 5.71 eV Å⁻¹

No. 8
Here is a molecular structure, C30H33N2O11Y at a distorted geometry from the Open Molecules 2025 dataset. Energies are from ωB97M-V/def2-TZVPD.

Structure (ORCA input):
```
! RIJCOSX wB97M-V def2-TZVPD def2/J DEFGRID3
* xyz -2 1
C -2.91 -4.21 -1.04
C -2.14 -3.05 -1.70
C -2.26 -4.46 0.34
C -0.91 -3.71 0.31
H -2.09 -5.53 0.45
H -2.94 -4.15 1.14
C -0.73 -3.19 -1.12
H -2.61 -2.11 -1.38
H -2.19 -3.12 -2.79
C 0.12 -1.96 -0.98
H -0.23 -3.95 -1.74
H -0.10 -4.42 0.53
C -0.69 -2.45 1.22
C -4.42 -4.01 -1.07
C -2.83 -5.50 -1.86
O -2.76 -6.63 -1.40
O -4.97 -2.93 -0.93
O -5.10 -5.15 -1.30
O -2.91 -5.30 -3.18
C -3.08 -6.54 -3.87
H -3.27 -6.28 -4.91
H -3.93 -7.06 -3.43
H -2.19 -7.15 -3.76
C -6.51 -4.98 -1.34
H -6.87 -4.50 -0.42
H -6.93 -5.98 -1.45
H -6.80 -4.36 -2.20
O -0.07 -1.35 0.32
H -0.07 -1.20 -1.76
H 1.18 -2.29 -1.01
C 0.34 -2.74 2.31
C -2.00 -1.93 1.78
H -2.40 -2.66 2.50
H -2.74 -1.77 0.99
H -1.85 -0.99 2.32
H 0.53 -1.84 2.91
H 1.28 -3.11 1.87
H -0.04 -3.54 2.98
Y 1.13 1.56 0.21
C 3.65 1.63 -0.62
C 3.21 0.27 -0.68
C 2.21 0.18 -1.70
H 3.62 -0.56 -0.10
C 1.99 1.48 -2.23
C 2.89 2.37 -1.57
H 3.02 3.42 -1.84
H 4.46 2.02 -0.01
H 1.82 -0.74 -2.12
H 1.32 1.73 -3.06
C -1.15 2.66 0.95
C -0.63 3.48 -0.08
C -0.61 2.74 -1.30
H -0.44 4.55 0.01
C -1.11 1.43 -1.02
C -1.44 1.38 0.38
H -1.95 0.57 0.88
H -1.33 2.96 1.98
H -0.32 3.13 -2.27
H -1.31 0.64 -1.74
O 1.71 3.85 0.18
C 2.35 3.76 1.29
O 2.35 2.64 1.93
C 3.11 4.96 1.73
C 3.86 4.89 2.90
C 4.60 6.02 3.31
C 4.56 7.21 2.57
C 3.81 7.27 1.40
C 3.07 6.14 0.96
N 3.79 8.49 0.64
O 4.47 9.45 1.07
O 3.11 8.56 -0.40
N 5.39 5.94 4.51
O 5.37 4.87 5.16
O 6.06 6.94 4.85
H 3.87 3.97 3.48
H 5.11 8.08 2.92
H 2.48 6.20 0.06
*
```

Computed properties:
HOMO energy (alpha / beta) = 1.57 / 1.58 eV
gap between HOMO and LUMO (alpha / beta) = 0.0334 / 0.0331 hartree
energy = -2138.352016 Ha
strongest force on any atom = 3.05 eV Å⁻¹

No. 9
Here is a single C6H12N2O3 molecule at a distorted geometry from the Open Molecules 2025 dataset. Energies are from ωB97M-V/def2-TZVPD.

Structure (ORCA input):
```
! RIJCOSX wB97M-V def2-TZVPD def2/J DEFGRID3
* xyz 0 1
O -2.77 1.23 -0.30
N -2.64 0.03 -0.08
O -3.40 -0.93 -0.44
O -1.80 -0.42 0.95
C -0.45 0.28 0.94
C 0.34 0.34 -0.49
C 0.91 -1.15 -0.64
C 2.08 -1.37 0.18
N 3.20 -0.45 -0.19
C 2.80 0.91 0.15
C 1.46 1.47 -0.36
H 0.07 -0.35 1.63
H -0.78 1.28 1.43
H -0.46 0.55 -1.26
H 1.12 -1.26 -1.71
H 0.13 -1.80 -0.42
H 2.20 -2.49 0.08
H 1.66 -1.18 1.18
H 3.86 -0.66 0.51
H 2.90 1.15 1.32
H 3.54 1.67 -0.10
H 1.68 1.85 -1.40
H 1.09 2.33 0.37
*
```

Computed properties:
HOMO energy = -9.60 eV
gap between HOMO and LUMO = 0.3424 hartree
energy = -570.828325 Ha
strongest force on any atom = 5.22 eV Å⁻¹
SMILES = O=[N+]([O-])OCC1CCNCC1

No. 10
Here is a molecular structure, C6H10O from the Open Molecules 2025 dataset. Energies are from ωB97M-V/def2-TZVPD.

Structure (ORCA input):
```
! RIJCOSX wB97M-V def2-TZVPD def2/J DEFGRID3
* xyz 0 1
C -2.20 0.16 -0.01
C -1.05 -0.26 0.70
C -0.17 -1.35 0.16
C 1.31 -1.06 0.02
C 1.87 0.12 -0.23
C 1.15 1.43 -0.35
O -0.14 1.36 0.20
H -3.01 0.63 0.54
H -2.48 -0.41 -0.89
H -1.23 1.15 -0.35
H -0.95 -0.04 1.76
H -0.55 -1.67 -0.82
H -0.30 -2.22 0.83
H 1.95 -1.94 0.07
H 2.95 0.16 -0.37
H 1.74 2.21 0.16
H 1.11 1.72 -1.41
*
```

Computed properties:
HOMO energy = -8.58 eV
gap between HOMO and LUMO = 0.3542 hartree
energy = -309.719339 Ha
strongest force on any atom = 0.37 eV Å⁻¹

No. 11
Here is a molecular structure, C23H25N6NiO at a distorted geometry from the Open Molecules 2025 dataset. Energies are from ωB97M-V/def2-TZVPD.

Structure (ORCA input):
```
! RIJCOSX wB97M-V def2-TZVPD def2/J DEFGRID3
* xyz 1 3
Ni 0.14 -0.51 0.21
N 2.25 -0.07 0.18
C 2.98 -1.29 0.07
C 4.31 -1.35 -0.24
C 4.97 -2.60 -0.30
C 4.30 -3.76 -0.05
C 2.92 -3.73 0.25
C 2.15 -4.89 0.50
C 0.82 -4.76 0.78
C 0.24 -3.48 0.80
N 0.91 -2.38 0.56
C 2.25 -2.48 0.30
H 2.67 0.67 -0.36
H 2.23 0.24 1.15
H 4.87 -0.44 -0.42
H 6.03 -2.62 -0.54
H 4.81 -4.71 -0.09
H 2.62 -5.86 0.45
H 0.21 -5.63 0.99
H -0.81 -3.37 1.02
C -3.14 -0.92 -2.68
C -3.79 -1.28 -1.33
C -2.64 -1.87 -0.52
O -1.46 -1.27 -1.06
C -1.66 -1.27 -2.47
H -3.26 0.14 -2.89
H -3.56 -1.47 -3.51
H -4.61 -2.00 -1.43
H -4.18 -0.39 -0.83
H -2.59 -2.96 -0.65
H -2.69 -1.64 0.55
H -1.44 -2.26 -2.88
H -0.97 -0.55 -2.91
C -0.16 1.64 0.64
C 0.65 2.54 0.53
C 1.65 3.51 0.25
C 1.83 3.99 -1.05
C 2.77 4.97 -1.31
C 3.53 5.50 -0.28
C 3.37 5.02 1.01
C 2.44 4.03 1.28
H 1.22 3.57 -1.85
H 2.89 5.34 -2.32
H 4.26 6.27 -0.49
H 3.98 5.43 1.81
H 2.31 3.66 2.29
N -5.65 1.76 0.73
C -4.80 1.49 1.75
N -5.28 1.58 3.02
N -3.59 1.09 1.53
C -2.42 1.40 1.22
N -1.28 0.94 0.91
H -6.47 2.32 0.93
H -5.23 1.95 -0.17
H -6.27 1.51 3.17
H -4.69 1.22 3.75
*
```

Computed properties:
HOMO energy (alpha / beta) = -8.96 / -9.71 eV
gap between HOMO and LUMO (alpha / beta) = 0.2345 / 0.2594 hartree
energy = -2803.224482 Ha
strongest force on any atom = 1.91 eV Å⁻¹

No. 12
Here is a molecular structure, C32H32AuN6O3S from the Open Molecules 2025 dataset. Energies are from ωB97M-V/def2-TZVPD.

Structure (ORCA input):
```
! RIJCOSX wB97M-V def2-TZVPD def2/J DEFGRID3
* xyz 1 1
Au -0.16 -0.01 -2.02
C -3.36 1.37 3.74
O -3.33 0.06 4.31
C -2.24 -0.73 4.23
C -2.13 -1.68 5.25
C -1.09 -2.58 5.30
C -0.09 -2.54 4.32
C -0.19 -1.62 3.30
C -1.26 -0.72 3.23
N -1.34 0.16 2.11
C -1.26 -0.23 0.82
N -1.55 -1.52 0.58
C -1.70 -2.20 -0.62
C -1.30 -1.72 -1.85
C -1.54 -2.42 -3.01
C -2.16 -3.67 -2.93
C -2.52 -4.19 -1.70
C -2.30 -3.46 -0.55
O -2.62 -3.89 0.71
C -3.89 -4.51 0.90
N -1.07 0.68 -0.14
C -0.61 1.96 0.22
C -1.31 3.08 -0.23
C -0.88 4.36 0.07
C 0.27 4.53 0.81
C 1.00 3.44 1.26
C 0.58 2.15 0.95
O 1.24 1.02 1.29
C 2.47 1.15 2.00
H -4.23 1.85 4.17
H -3.47 1.35 2.66
H -2.47 1.94 4.02
H -2.91 -1.69 6.00
H -1.03 -3.30 6.10
H 0.75 -3.22 4.36
H 0.56 -1.57 2.52
H -1.18 1.14 2.26
H -1.78 -2.08 1.39
H -1.23 -2.03 -3.97
H -2.32 -4.24 -3.84
H -2.97 -5.17 -1.64
H -4.06 -5.32 0.19
H -4.69 -3.77 0.81
H -3.88 -4.92 1.91
H -2.21 2.91 -0.82
H -1.44 5.22 -0.28
H 0.62 5.53 1.05
H 1.90 3.59 1.83
H 2.85 0.15 2.12
H 2.31 1.61 2.98
H 3.19 1.75 1.44
S 1.72 -1.51 -0.94
C 3.05 -1.65 -1.98
N 3.49 -0.72 -2.83
C 4.73 -1.11 -3.51
C 4.88 -2.59 -3.09
N 3.86 -2.71 -2.05
H 3.04 0.18 -2.93
H 5.57 -0.50 -3.15
H 4.65 -0.99 -4.59
H 5.87 -2.81 -2.70
H 4.67 -3.27 -3.92
H 3.63 -3.57 -1.58
N 1.84 7.08 -3.25
C 1.61 5.95 -3.15
C 1.29 4.55 -3.00
C 2.10 3.74 -2.21
C 1.75 2.41 -2.02
C 0.58 1.87 -2.58
C -0.20 2.70 -3.39
C 0.15 4.03 -3.60
H 2.99 4.15 -1.75
H 2.37 1.80 -1.37
H -1.10 2.33 -3.86
H -0.47 4.67 -4.22
*
```

Computed properties:
HOMO energy = -10.68 eV
gap between HOMO and LUMO = 0.2106 hartree
energy = -2326.442754 Ha
strongest force on any atom = 0.92 eV Å⁻¹